# 1
{"formula": "C6H7NS", "method": "ωB97M-V/def2-TZVPD", "species": ["C", "C", "C", "N", "C", "C", "S", "C", "H", "H", "H", "H", "H", "H", "H"], "xyz": [[-3.024245, -0.803360, -0.338418], [-1.980467, -0.329497, -0.019449], [-0.683610, 0.246117, 0.367528], [-0.073890, 1.056841, -0.690448], [1.351231, 1.053740, -0.414432], [1.676592, -0.277800, 0.287125], [1.080592, -1.761834, -0.557483], [0.375752, -0.794029, 0.773352], [-3.973264, -1.239556, -0.652435], [-0.853222, 0.906029, 1.232805], [-0.231064, 0.561390, -1.563374], [1.588424, 1.864746, 0.283698], [1.910698, 1.199271, -1.311195], [2.551410, -0.374634, 0.860077], [0.285069, -1.307424, 1.742653]], "forces_ev_per_angstrom": [[-1.61, -0.76, -0.57], [1.07, 0.50, 0.22], [-0.29, -0.06, 0.31], [-0.29, -0.37, -0.32], [0.13, -0.30, 0.85], [-1.25, 0.48, -0.74], [0.07, -0.09, -0.29], [-0.22, -0.13, 0.77], [0.89, 0.42, 0.33], [0.08, -0.19, -0.03], [-0.01, 0.11, 0.01], [0.04, -0.02, -0.03], [0.39, 0.17, -0.64], [1.00, -0.11, 0.63], [0.00, 0.36, -0.52]], "mulliken_charge": [0.317, -0.950, 0.006, -0.489, -0.744, -0.339, -0.177, -0.189, 0.406, 0.230, 0.349, 0.286, 0.368, 0.471, 0.456], "mol_weight_g_mol": 125.2, "total_charge": 0, "homo_lumo_gap_ev": 9.86, "homo_ev": -9.0, "smiles": "C#C[C@@H]1NC[C@@H]2S[C@H]12", "e_tot_ha": -685.68079, "de_lowest_kcal_mol": 55.9}

***

# 2
{"formula": "C6H7NS2", "method": "ωB97M-V/def2-TZVPD", "species": ["C", "C", "C", "C", "C", "C", "N", "S", "S", "H", "H", "H", "H", "H", "H", "H"], "xyz": [[-1.527507, -0.520940, -1.635533], [0.306632, -1.802222, -2.605968], [-0.276708, 0.035810, -1.323160], [0.687179, -0.729367, -1.971614], [0.030691, 1.116034, -0.256633], [0.900716, -0.336774, 1.307121], [1.128532, 0.823996, 0.520832], [-1.489829, -1.881815, -2.631946], [2.629921, 1.303624, 0.150935], [-2.474913, -0.146428, -1.343257], [0.943291, -2.414624, -3.221659], [0.105893, 2.108621, -0.646713], [-0.904599, 1.271963, 0.367914], [0.767776, -1.213446, 0.553638], [1.863760, -0.423948, 1.802696], [-0.091638, -0.282796, 1.995856]], "forces_ev_per_angstrom": [[1.46, 1.34, 0.59], [-0.85, -1.57, -1.90], [-1.57, 0.24, 0.61], [0.53, 0.96, 1.04], [-3.76, 1.05, -1.48], [-1.04, -1.94, 0.50], [0.17, -0.09, 0.89], [1.90, -0.19, -0.08], [0.45, 0.23, -0.28], [-0.64, 0.29, 0.46], [-0.29, -0.42, -0.03], [0.52, 0.50, -0.91], [0.93, -0.72, -0.29], [0.13, 1.06, 1.53], [-0.47, -0.80, 0.83], [2.52, 0.06, -1.49]], "mulliken_charge": [-0.413, -0.305, 0.684, -0.529, -0.999, -0.680, 0.087, -0.126, -0.171, 0.403, 0.454, 0.405, 0.386, 0.261, 0.330, 0.213], "mol_weight_g_mol": 157.3, "total_charge": 0, "homo_lumo_gap_ev": [6.95, 8.02], "homo_ev": [-8.1, -8.8], "e_tot_ha": -1083.78694, "de_lowest_kcal_mol": 102.3}